This record from the OMol25 dataset describes a structure of composition C22H38Br12O12S2. The level of theory is wB97M-V/def2-TZVPD.

Each line ends with the Löwdin charge.
Atoms and positions in Å:
O (6.99434, -1.30898, 3.64461)  0.08
C (5.96174, -0.81171, 3.20827)  -0.47
O (5.74882, 0.45391, 3.44931)  0.06
C (4.48493, 0.83873, 2.86553)  -0.16
C (3.80743, -0.31929, 2.21734)  -0.18
C (4.78637, -1.44823, 2.41587)  -0.06
H (4.62866, 1.64079, 2.14156)  0.12
H (3.82122, 1.13398, 3.67819)  0.02
H (3.51071, -0.19869, 1.17545)  0.10
H (2.89702, -0.52709, 2.77955)  0.10
H (5.12269, -1.90769, 1.48642)  0.12
H (4.27498, -2.18162, 3.03935)  0.12
O (0.44535, 0.88777, 2.68101)  0.08
C (-0.00780, 0.73923, 1.58005)  -0.41
O (-1.05866, 1.49576, 1.09836)  0.01
C (-1.53221, 1.02489, -0.17717)  -0.20
C (-0.36371, 0.17877, -0.73587)  -0.16
C (0.24955, -0.31258, 0.51604)  -0.11
H (-1.70988, 1.89081, -0.81491)  0.13
H (-2.42251, 0.42411, 0.00868)  -0.03
H (0.27530, 0.86373, -1.29319)  0.11
H (-0.60737, -0.67325, -1.37054)  0.10
H (1.31206, -0.52624, 0.39977)  0.11
H (-0.21486, -1.25140, 0.81775)  0.11
O (2.68834, 2.17296, 0.32201)  0.05
C (3.08675, 2.50093, -0.78650)  -0.44
O (2.75943, 1.89819, -1.96229)  0.01
C (3.43934, 2.40763, -3.09325)  -0.14
C (4.06136, 3.69660, -2.56302)  -0.16
C (4.24619, 3.46605, -1.08020)  -0.09
H (2.75445, 2.53463, -3.93163)  0.13
H (4.23912, 1.71265, -3.34910)  0.13
H (3.45824, 4.60322, -2.61188)  0.12
H (4.94784, 4.06827, -3.07695)  0.12
H (4.06405, 4.35774, -0.48036)  0.07
H (5.16831, 2.93232, -0.85012)  0.14
O (3.16590, -2.88099, 0.03828)  -0.29
S (1.90337, -3.59770, 0.28699)  0.71
O (0.69301, -3.09386, -0.35377)  -0.33
O (2.13313, -5.22352, -0.00467)  -0.26
C (1.15327, -6.20193, 0.35926)  -0.26
C (-0.20434, -6.07376, -0.38897)  -0.08
C (1.57015, -3.74619, 2.13779)  -0.07
H (0.92086, -6.30394, 1.41930)  0.10
H (1.62374, -7.16055, 0.14061)  0.12
H (-0.88790, -6.86018, -0.06899)  0.08
H (-0.10224, -6.23175, -1.46261)  0.07
H (-0.67335, -5.10003, -0.24763)  0.01
H (2.23949, -4.46851, 2.60505)  0.07
H (0.56877, -4.17109, 2.20698)  0.06
H (1.79555, -2.78110, 2.59154)  0.06
O (-4.87948, 3.67472, -4.74710)  -0.32
S (-5.72948, 2.54564, -5.22354)  0.72
O (-6.50358, 2.55403, -6.47099)  -0.30
O (-4.86529, 1.12262, -5.10623)  -0.27
C (-3.52337, 1.09815, -4.70453)  -0.30
C (-3.38523, 0.45719, -3.34556)  -0.10
C (-6.88975, 2.07840, -3.88620)  -0.15
H (-3.07679, 2.09115, -4.75578)  0.11
H (-2.92518, 0.60271, -5.46926)  0.12
H (-2.33260, 0.44922, -3.06270)  0.07
H (-3.74065, -0.57287, -3.31812)  0.04
H (-3.77704, 1.05487, -2.52254)  0.04
H (-7.12157, 1.03098, -4.07927)  0.07
H (-7.68986, 2.81820, -3.86140)  0.07
H (-6.38948, 2.14883, -2.92034)  0.01
C (1.65960, 3.98094, 3.08152)  -1.47
Br (-0.21442, 4.64865, 3.45018)  0.53
Br (2.89662, 4.11626, 4.57573)  0.56
Br (2.31809, 5.03904, 1.58865)  0.63
H (1.72954, 2.93206, 2.79332)  -0.05
C (0.51229, 1.65359, 5.72503)  -1.44
Br (0.12683, 3.30480, 6.76286)  0.50
Br (-0.55521, 0.06894, 6.42953)  0.49
Br (2.40184, 1.12406, 5.89431)  0.56
H (0.30685, 1.90048, 4.68342)  -0.08
C (-6.84594, 0.39242, 0.41248)  -1.46
Br (-5.20895, 1.49003, 0.19228)  0.56
Br (-8.25614, 1.09341, -0.77940)  0.58
Br (-7.41003, 0.31597, 2.35666)  0.52
H (-6.60086, -0.63542, 0.14493)  -0.04
C (-2.94780, -3.42966, -0.76643)  -1.41
Br (-4.52344, -4.67961, -0.37971)  0.50
Br (-3.48767, -1.56988, -0.71438)  0.71
Br (-2.11046, -3.81923, -2.56060)  0.56
H (-2.17880, -3.64258, -0.02387)  -0.05

Calculated values
* highest occupied orbital energy: -9.574 eV
* net charge: 0
* HOMO-LUMO gap: 8.57 eV
* calculated total energy: -910176.517 eV
* max |F|: 3.4 eV Å⁻¹
* energy above the lowest of the compared OMol25 structures with the same formula, charge and spin: 0.0 kJ/mol
* lowest unoccupied orbital energy: -1.01 eV

This record from the OMol25 dataset describes a structure of composition C4H3CuLiO. The level of theory is wB97M-V/def2-TZVPD.

Each line ends with the Löwdin spin population.
Atoms and positions in Å:
H (0.68514, -2.23036, 0.16323)  0.01
O (1.32939, -0.87759, -1.28962)  0.19
C (0.35505, -1.30272, -0.36237)  0.05
C (0.03327, -0.22531, 0.65459)  0.43
H (-0.57783, -1.60154, -0.89972)  0.00
H (-0.63977, -0.62196, 1.43671)  0.03
Cu (1.52597, 0.78081, -0.49288)  0.75
Li (0.28925, 1.65006, 1.65339)  0.22
C (-1.35893, 2.80473, -0.59440)  0.13
C (-1.64154, 1.62389, -0.26892)  0.19

Calculated values
* multiplicity: 3
* highest occupied orbital energy (alpha / beta): -2.266 / -3.514 eV
* net charge: -1
* HOMO-LUMO gap (alpha / beta): 4.62 / 5.31 eV
* calculated total energy: -51079.262 eV
* max |F|: 2.6 eV Å⁻¹
* lowest unoccupied orbital energy (alpha / beta): 2.35 / 1.79 eV

This record from the OMol25 dataset describes a structure of composition C43H33F7IrN3O2S2Si. The level of theory is wB97M-V/def2-TZVPD.

Each line ends with the Löwdin spin population.
Atoms and positions in Å:
Ir (0.60322, -1.06963, -0.13184)  1.73
F (3.27279, 1.55187, 3.75951)  0.00
C (3.16794, 0.48427, 2.97527)  0.00
C (2.10090, 0.39729, 2.10119)  0.04
C (2.00735, -0.71996, 1.29086)  0.11
C (2.98377, -1.73594, 1.34518)  0.02
C (4.02641, -1.58266, 2.23503)  0.00
F (4.99522, -2.51311, 2.30351)  0.00
C (4.14523, -0.48545, 3.06273)  0.02
C (2.84562, -2.82398, 0.36405)  0.01
C (3.63002, -3.95783, 0.24979)  0.00
C (3.40660, -4.84270, -0.79789)  0.01
C (2.42606, -4.57537, -1.73132)  0.00
C (1.65016, -3.45259, -1.55318)  0.01
N (1.84022, -2.62333, -0.51231)  0.02
H (1.38869, 1.20462, 2.05454)  0.00
H (4.98393, -0.38683, 3.73943)  0.00
H (4.41051, -4.13749, 0.97183)  0.00
H (4.01021, -5.74023, -0.88367)  0.00
H (2.26439, -5.21314, -2.59010)  0.00
H (0.86416, -3.17500, -2.24180)  0.00
C (-1.87994, -0.74938, -4.46777)  0.00
S (-0.36471, -0.39072, -3.55731)  0.02
C (-0.70511, 1.36223, -3.25996)  0.00
H (-2.75427, -0.62063, -3.82784)  0.00
H (-1.82456, -1.78226, -4.81285)  0.00
H (-1.94044, -0.08393, -5.33150)  0.00
H (-0.74809, 1.89333, -4.21107)  0.00
H (0.08769, 1.78537, -2.64685)  0.00
H (-1.65801, 1.46668, -2.73691)  0.00
O (-0.61774, 0.29355, 0.36783)  0.27
Si (-1.34557, 1.66194, 0.90519)  0.03
C (-0.95781, 1.99782, 2.70621)  0.01
C (-0.85645, 0.93949, 3.62207)  0.00
C (-0.59254, 1.17295, 4.96553)  0.00
C (-0.43308, 2.47718, 5.42364)  0.00
C (-0.54398, 3.54065, 4.53719)  0.00
C (-0.80175, 3.30116, 3.18935)  0.00
C (-3.19897, 1.53292, 0.84048)  0.00
C (-4.00097, 2.65772, 1.08363)  0.00
C (-5.38606, 2.57079, 1.03747)  0.00
C (-5.99721, 1.35192, 0.76078)  0.00
C (-5.22134, 0.22141, 0.55026)  0.00
C (-3.83418, 0.31304, 0.59318)  0.00
C (-0.70837, 3.08364, -0.11266)  0.01
C (-1.53110, 3.87314, -0.92327)  0.00
C (-1.00278, 4.92830, -1.66169)  0.00
C (0.35985, 5.19568, -1.61656)  0.00
C (1.19785, 4.40437, -0.83878)  0.00
C (0.66573, 3.36421, -0.08945)  0.00
H (-0.97160, -0.08515, 3.27264)  0.00
H (-0.51182, 0.33987, 5.65633)  0.00
H (-0.21654, 2.66239, 6.47013)  0.00
H (-0.42623, 4.55788, 4.89386)  0.00
H (-0.86281, 4.14173, 2.50277)  0.00
H (-3.53844, 3.61423, 1.32121)  0.00
H (-5.99114, 3.45264, 1.21755)  0.00
H (-7.07861, 1.28533, 0.71705)  0.00
H (-5.69178, -0.73345, 0.35048)  0.00
H (-3.23990, -0.58006, 0.43481)  0.00
H (-2.59464, 3.66215, -0.98178)  0.00
H (-1.65763, 5.53893, -2.27264)  0.00
H (0.76767, 6.02455, -2.18225)  0.00
H (2.26534, 4.59623, -0.81674)  0.00
H (1.33545, 2.75435, 0.51586)  0.00
N (-5.48154, -2.44626, -2.30735)  0.01
C (-4.30147, -1.75631, -2.16593)  0.03
O (-4.20341, -0.60574, -2.58656)  0.04
C (-3.20001, -2.49673, -1.54143)  0.11
C (-3.20998, -3.92623, -1.23010)  0.29
C (-2.10161, -4.45355, -0.58170)  0.04
C (-1.00867, -3.67333, -0.27839)  0.26
N (-0.99454, -2.29989, -0.64533)  0.29
C (-2.09067, -1.77247, -1.23487)  0.04
H (-6.26075, -1.90481, -2.64072)  0.00
H (-5.68626, -3.22468, -1.70682)  0.00
H (-4.03906, -4.56544, -1.50261)  0.02
H (-2.07499, -5.49929, -0.29935)  -0.01
H (-0.14775, -4.06885, 0.23787)  0.02
H (-2.08166, -0.71535, -1.46182)  0.00
F (7.62006, -0.92937, 0.19157)  0.01
C (6.38504, -0.65259, -0.20493)  0.03
C (5.71271, -1.52449, -1.03583)  0.00
F (6.30228, -2.65428, -1.42827)  0.00
C (4.43531, -1.21867, -1.45767)  0.02
F (3.83926, -2.08404, -2.27981)  0.01
C (3.77563, -0.06233, -1.05209)  0.03
S (2.17871, 0.35216, -1.61370)  0.39
C (4.48518, 0.79138, -0.20632)  0.03
F (3.93354, 1.92211, 0.22790)  0.01
C (5.77137, 0.51420, 0.20490)  0.00
F (6.42649, 1.35788, 1.00094)  0.00

Calculated values
* multiplicity: 5
* highest occupied orbital energy (alpha / beta): -5.310 / -8.007 eV
* net charge: 0
* HOMO-LUMO gap (alpha / beta): 4.69 / 5.17 eV
* calculated total energy: -105100.306 eV
* max |F|: 0.9 eV Å⁻¹
* energy above the lowest of the compared OMol25 structures with the same formula, charge and spin: 72.5 kJ/mol
* lowest unoccupied orbital energy (alpha / beta): -0.62 / -2.84 eV

This record from the OMol25 dataset describes the ion C6H11N4 with charge +1. The level of theory is wB97M-V/def2-TZVPD.

Each line ends with the Löwdin charge.
Atoms and positions in Å:
C (-1.73660, -2.06340, 0.28628)  0.03
N (-1.29821, -0.65338, 0.08951)  -0.15
C (-2.35361, 0.38144, -0.07125)  0.03
C (-0.05012, -0.43485, 0.18741)  0.00
N (0.74382, 0.76702, 0.51480)  0.12
N (2.00974, 0.82735, 0.00325)  -0.21
C (2.96218, 1.81195, 0.30837)  0.01
C (4.10088, 1.43372, -0.40059)  -0.01
C (3.74493, 0.20631, -0.99854)  -0.12
N (2.49100, -0.12717, -0.77303)  0.08
H (-2.27042, -2.15541, 1.18418)  0.09
H (-2.42198, -2.23746, -0.44021)  0.06
H (-0.89875, -2.84148, 0.11175)  0.15
H (-3.34242, 0.12099, 0.55553)  0.17
H (-1.83942, 1.24273, 0.35978)  0.08
H (-2.48218, 0.47273, -1.14915)  0.11
H (0.60605, -1.24993, 0.09773)  0.12
H (0.29036, 1.73408, 0.58074)  0.19
H (2.68578, 2.71931, 0.71737)  0.09
H (5.03790, 1.77168, -0.51262)  0.07
H (4.22413, -0.23531, -1.78125)  0.09

Calculated values
* highest occupied orbital energy: -12.625 eV
* net charge: +1
* HOMO-LUMO gap: 8.84 eV
* calculated total energy: -12350.774 eV
* SMILES: CN(C)/C=[NH+]/n1cccn1
* max |F|: 5.4 eV Å⁻¹
* energy above the lowest of the compared OMol25 structures with the same formula, charge and spin: 356.2 kJ/mol
* lowest unoccupied orbital energy: -3.78 eV

This record from the OMol25 dataset describes a cluster of 3 separate species, C4H13NO2 in total. The level of theory is wB97M-V/def2-TZVPD.

Each line ends with the Löwdin charge.
Atoms and positions in Å:
C (1.90996, -0.20694, 1.89853)  -0.18
C (2.23059, 1.01847, 1.03616)  -0.19
C (0.94106, 1.80151, 1.09383)  -0.23
N (-0.07134, 0.74632, 1.03650)  -0.08
C (0.39765, -0.43887, 1.72157)  -0.23
H (2.39584, -1.15098, 1.64166)  0.10
H (2.19032, -0.07724, 2.94787)  0.10
H (2.42234, 0.57508, 0.04966)  0.11
H (3.10839, 1.61920, 1.26690)  0.10
H (0.69058, 2.49670, 0.29223)  0.11
H (0.93677, 2.34470, 2.05202)  0.11
H (-0.95886, 1.04669, 0.73447)  0.09
H (0.16799, -1.33540, 1.14488)  0.10
H (-0.08161, -0.53584, 2.70666)  0.10
O (0.12429, 0.67042, -3.00206)  -0.06
H (0.87954, 0.05993, -2.88247)  0.05
H (-0.42458, 0.18708, -3.59957)  0.01
O (-5.80029, -2.85824, -2.99306)  -0.07
H (-5.51348, -2.27343, -3.68443)  0.01
H (-5.54517, -3.68918, -3.46135)  0.05

Calculated values
* highest occupied orbital energy: -7.849 eV
* net charge: 0
* HOMO-LUMO gap: 8.50 eV
* calculated total energy: -9942.988 eV
* SMILES: C1CCNC1.O.O
* max |F|: 2.2 eV Å⁻¹
* energy above the lowest of the compared OMol25 structures with the same formula, charge and spin: 116.6 kJ/mol
* lowest unoccupied orbital energy: 0.65 eV